DFT (the ωB97M-V functional and the def2-TZVPD basis) results for a molecular structure, C32H83CrN7O11 in a non-equilibrium geometry.

Calculated values
- Electronic energy: -95899.7943 eV
- Spin multiplicity: 5
- Gap between HOMO and LUMO (alpha / beta): 5.86 / 8.51 eV
- HOMO (alpha / beta): -5.6264 / -8.2749 eV
- Net charge: 0

Geometry as XYZ:
```
134
Properties=species:S:1:pos:R:3:mulliken_spin:R:1
Cr 0.599 1.910 -1.509 3.9859
C -0.862 -0.208 1.784 -0.0035
C -0.375 0.542 0.580 -0.0250
O -0.883 0.591 -0.542 -0.0142
O 0.549 1.356 0.601 -0.0031
H -1.294 0.425 2.559 0.0020
H -0.034 -0.792 2.185 0.0006
H -1.504 -1.055 1.542 -0.0008
C 3.704 4.582 -1.953 -0.0009
C 2.725 3.439 -1.865 0.0191
O 2.583 2.697 -0.908 0.0045
O 1.836 3.224 -2.671 0.0148
H 3.435 5.371 -1.251 0.0013
H 3.840 4.905 -2.985 0.0007
H 4.673 4.168 -1.673 0.0003
C 1.678 -2.071 -3.172 -0.0030
C 1.435 -1.109 -2.034 0.0281
C 2.230 -1.507 -0.752 -0.0101
O 1.778 -2.840 -0.355 0.0006
C 2.780 -3.553 0.460 0.0004
N 1.734 0.338 -2.281 -0.0697
H 2.634 -2.079 -3.696 -0.0006
H 0.906 -1.918 -3.926 0.0015
H 1.509 -3.114 -2.904 0.0000
H 0.388 -1.089 -1.730 0.0078
H 2.016 -0.895 0.124 0.0171
H 3.272 -1.369 -1.038 0.0003
H 3.639 -3.826 -0.154 0.0000
H 2.346 -4.456 0.890 0.0000
H 3.087 -2.923 1.294 -0.0002
H 2.733 0.210 -2.359 0.0150
H 1.566 0.338 -3.277 0.0018
C -2.547 0.523 -3.945 -0.0093
C -1.051 0.596 -3.911 0.0018
C -0.361 0.459 -5.258 0.0013
O 0.960 0.151 -4.922 0.0005
C 1.866 0.100 -6.077 0.0006
N -0.674 1.865 -3.310 0.0069
H -2.915 1.312 -4.601 -0.0017
H -2.985 0.687 -2.960 0.0008
H -3.036 -0.367 -4.342 0.0001
H -0.730 -0.126 -3.160 0.0184
H -0.395 1.391 -5.821 -0.0037
H -0.821 -0.368 -5.799 0.0003
H 2.870 -0.005 -5.667 -0.0005
H 1.797 0.894 -6.821 0.0000
H 1.794 -0.888 -6.532 -0.0002
H -1.597 2.265 -3.220 -0.0067
H -0.426 2.373 -4.147 0.0141
C -1.948 3.944 0.764 -0.0008
C -1.833 3.715 -0.757 -0.0051
C -2.793 4.618 -1.736 0.0003
O -2.886 3.803 -2.941 -0.0009
C -4.045 4.020 -3.716 -0.0002
N -0.405 3.753 -0.967 -0.0298
H -1.667 4.978 0.963 0.0001
H -1.456 3.191 1.380 0.0012
H -3.020 3.809 0.909 0.0001
H -2.212 2.702 -0.894 0.0141
H -2.273 5.549 -1.960 -0.0002
H -3.830 4.716 -1.412 0.0000
H -4.186 3.347 -4.561 0.0001
H -4.209 5.044 -4.052 0.0000
H -4.888 3.833 -3.052 0.0001
H -0.088 4.092 -0.071 0.0130
H -0.236 4.598 -1.494 0.0044
C -2.039 -3.236 -1.940 0.0007
C -2.017 -4.011 -0.606 -0.0003
C -2.109 -5.541 -0.806 0.0001
O -3.302 -5.928 -1.638 0.0000
C -3.651 -7.298 -1.679 0.0000
N -0.905 -3.783 0.277 -0.0002
H -2.950 -3.407 -2.514 0.0000
H -1.174 -3.605 -2.491 -0.0003
H -1.848 -2.167 -1.848 -0.0013
H -2.882 -3.769 0.012 0.0000
H -2.121 -6.082 0.141 0.0000
H -1.253 -5.893 -1.382 0.0000
H -4.697 -7.435 -1.953 0.0000
H -3.362 -7.982 -0.881 0.0000
H -3.142 -7.753 -2.528 0.0000
H 0.017 -4.034 -0.052 0.0000
H -0.825 -2.776 0.276 -0.0003
C -6.029 -1.640 3.413 0.0000
C -5.156 -0.370 3.009 0.0004
C -4.507 -0.685 1.601 -0.0005
O -5.557 -0.604 0.631 0.0001
C -5.175 -0.930 -0.630 0.0019
N -6.037 0.723 2.929 0.0000
H -6.968 -1.561 2.867 0.0000
H -6.334 -1.633 4.459 0.0000
H -5.401 -2.498 3.170 0.0000
H -4.396 -0.314 3.788 0.0000
H -3.962 -1.625 1.509 -0.0004
H -3.808 0.099 1.311 0.0012
H -4.266 -0.507 -1.057 -0.0002
H -5.932 -0.683 -1.375 0.0000
H -4.918 -1.987 -0.708 -0.0001
H -5.399 1.498 3.032 0.0000
H -6.457 0.708 2.011 0.0000
C 6.364 -0.601 4.440 0.0002
C 5.091 -1.205 4.813 -0.0001
C 4.470 -2.189 3.743 0.0002
O 3.157 -2.771 4.135 0.0000
C 2.075 -1.785 4.047 -0.0003
N 5.423 -2.063 6.001 0.0000
H 6.900 -0.202 5.301 0.0000
H 6.223 0.303 3.849 0.0000
H 7.112 -1.256 3.994 0.0000
H 4.402 -0.387 5.021 0.0000
H 5.147 -3.036 3.643 0.0000
H 4.343 -1.617 2.824 -0.0002
H 2.175 -1.187 3.141 0.0003
H 1.990 -1.189 4.955 0.0001
H 1.093 -2.251 3.971 0.0000
H 4.476 -2.308 6.253 0.0000
H 5.705 -1.410 6.719 0.0000
C 4.971 2.561 2.428 -0.0008
C 3.601 1.888 2.591 -0.0014
C 2.463 2.906 2.925 -0.0011
O 1.458 2.191 3.570 -0.0003
C 0.480 2.995 4.085 0.0001
N 3.454 1.051 1.384 0.0001
H 5.255 3.011 3.379 0.0001
H 5.144 3.377 1.727 -0.0003
H 5.690 1.770 2.213 0.0001
H 3.721 1.239 3.459 0.0003
H 2.151 3.298 1.956 0.0018
H 2.896 3.668 3.574 0.0003
H -0.426 2.393 4.157 0.0000
H 0.311 3.785 3.353 0.0000
H 0.814 3.450 5.018 0.0000
H 3.442 1.664 0.582 0.0017
H 2.497 0.754 1.509 0.0093
```